This record from the Open Molecules 2025 dataset describes 2 unconnected molecules or ions with the total composition C4H12 at a distorted geometry. The level of theory is ωB97M-V with the def2-TZVPD basis set.

Each atom is followed by the atoms it is bonded to, with distances in Å.
Cartesian coordinates (Å):
1 C 0.99 -0.78 1.84  C2 1.546, H3 1.089, H4 1.090, H5 1.092
2 C -0.12 0.27 2.04  C1 1.546, H6 1.084, H7 1.079, H8 1.080
3 H 1.51 -0.69 0.89  C1 1.089
4 H 1.73 -0.69 2.64  C1 1.090
5 H 0.57 -1.79 1.87  C1 1.092
6 H -0.04 1.05 1.29  C2 1.084
7 H -1.09 -0.19 1.91  C2 1.079
8 H -0.03 0.68 3.04  C2 1.080
9 C 0.01 0.84 -2.17  C10 1.531, H11 1.082, H12 1.090, H13 1.096
10 C -0.87 -0.32 -1.70  C9 1.531, H14 1.093, H15 1.088, H16 1.083
11 H 0.20 1.56 -1.39  C9 1.082
12 H 0.95 0.46 -2.58  C9 1.090
13 H -0.46 1.45 -2.95  C9 1.096
14 H -1.94 -0.12 -1.83  C10 1.093
15 H -0.77 -0.51 -0.64  C10 1.088
16 H -0.63 -1.22 -2.27  C10 1.083

Output
E_tot (a.u.): -159.5774
Highest occupied orbital energy (Eh): -0.4311
LUMO level (eV): 1.2
Energy relative to the best compared isomer or geometry (same formula, charge and spin) (kJ/mol): 19.77
Largest force on an atom (eV/A): 1.00
Frontier orbital gap (eV): 12.91
SMILES: CC.CC